51
Properties=species:S:1:pos:R:3:forces:R:3 method="wB97M-V/def2-TZVPD" homo_ev=-0.218 charge=-3 energy_ev=-90444.4961 relative_energy_kcal_mol=0.00 gap_ev=3.95 lumo_ev=3.7296
K -3.164 3.177 -1.388 0.765 -0.638 0.500
K 0.838 4.300 -0.767 -0.195 -1.082 0.309
K -2.560 -2.073 -2.906 0.171 0.580 1.096
C -3.148 -1.440 1.841 -0.212 0.925 -0.821
C -4.439 -1.567 1.004 -0.873 -0.222 0.172
O -5.521 -1.259 1.571 0.532 0.054 -0.072
O -4.360 -2.008 -0.178 0.624 -0.040 -0.571
H -2.766 -2.411 2.140 -0.127 -0.014 0.331
H -3.355 -0.726 2.637 0.064 -0.513 0.443
H -2.356 -0.970 1.251 0.000 -0.201 -0.218
C 0.417 -0.128 -5.191 -1.807 -1.041 -0.524
C 1.918 -0.089 -5.472 1.089 0.177 0.074
O 2.271 0.525 -6.516 -0.388 0.078 -0.062
O 2.672 -0.652 -4.650 -0.444 0.185 -0.068
H -0.154 -0.085 -6.129 0.256 0.438 -0.126
H -0.028 0.617 -4.530 0.558 0.246 0.106
H 0.072 -1.107 -4.806 0.598 0.108 0.353
C 1.796 0.906 4.002 0.883 -0.256 -0.456
C 2.842 0.991 2.849 0.020 1.417 0.115
O 4.055 0.989 3.168 -0.290 -0.379 0.117
O 2.366 1.202 1.704 -0.257 -0.218 0.010
H 1.227 -0.013 3.858 -0.182 0.063 0.228
H 1.141 1.774 3.941 -0.114 -0.079 0.050
H 2.367 0.902 4.930 -0.314 -0.124 0.196
C 0.093 -3.194 1.350 0.314 0.031 0.346
C 0.956 -4.246 0.653 -0.207 -0.755 -0.612
O 1.419 -3.929 -0.471 -0.028 0.114 0.141
O 1.097 -5.346 1.250 0.036 0.210 0.029
H 0.807 -2.498 1.804 -0.256 0.150 0.111
H -0.507 -3.666 2.127 -0.016 0.123 0.079
H -0.541 -2.632 0.667 0.057 -0.034 -0.078
C -1.420 2.253 2.245 -0.032 0.389 -1.374
C -1.798 3.744 2.034 -0.881 -0.703 1.885
O -1.653 4.235 0.871 0.392 0.087 -1.567
O -2.250 4.354 3.021 0.246 0.079 -0.536
H -1.874 1.637 1.458 0.022 0.159 -0.132
H -1.742 1.786 3.168 0.273 0.471 0.330
H -0.345 2.189 2.053 0.061 -0.359 0.397
C -0.033 0.002 -0.910 1.232 0.766 -0.506
C -0.806 0.976 -1.793 -0.038 -0.569 -0.402
O -0.239 1.997 -2.283 0.067 0.653 0.844
O -2.014 0.694 -2.059 -0.469 0.035 0.002
H 1.038 0.069 -1.128 -0.095 0.027 -0.208
H -0.285 -1.043 -1.073 -0.401 0.043 0.346
H -0.040 0.319 0.135 -0.501 -0.289 0.093
O 2.761 1.951 -2.408 -0.167 0.712 -0.081
H 1.797 1.887 -2.310 -0.021 -0.353 -0.182
H 2.936 1.632 -3.305 -0.062 -0.312 0.168
O 3.871 -1.317 0.710 -0.333 -0.390 0.272
H 3.470 -0.791 1.426 0.220 0.021 -0.610
H 3.170 -1.920 0.405 0.226 0.232 0.065